Entry 1:
Entry from the Open Molecules 2025 dataset: one molecule with the formula C14H16N2O3 (wB97M-V/def2-TZVPD).

```
35
Properties=species:S:1:pos:R:3:mulliken_charge:R:1
C -4.38769 -0.88137 0.15422 -0.456
C 2.86228 -1.54131 -0.82819 -1.110
N 1.48753 -1.18488 -0.54958 -0.181
C -2.26427 0.23639 0.34152 1.038
H -4.31855 0.12992 -1.76191 0.342
O 4.47887 0.27592 -1.12578 -0.366
C -1.91315 2.60494 0.10767 -0.775
C 0.76772 -1.83509 0.40556 0.334
C 5.02008 0.89213 0.94116 -0.528
O 1.09222 -2.90786 0.87006 -0.681
H -5.77962 -0.82913 -1.48396 0.376
C 4.10163 -0.18333 1.01755 -0.279
C -0.04592 1.17270 0.54755 -0.216
C 5.21196 1.12434 -0.38460 -0.421
C -4.70396 -0.79309 -1.33569 -1.053
H 3.01472 -1.61865 -1.90859 0.297
C -0.87731 0.06034 0.53391 -0.128
O -2.99931 -0.91408 0.41401 -0.460
H 3.02215 -2.51728 -0.36117 0.413
H -4.86637 -0.06383 0.70692 0.349
H -2.32136 3.58847 -0.06736 0.380
H -1.08955 -1.85902 1.19183 0.262
H 1.15218 -0.30230 -0.90033 0.352
H -4.75799 -1.82918 0.55532 0.350
H -3.82076 1.67019 -0.02488 0.328
H 5.47185 1.41348 1.75984 0.418
H 1.00493 1.05070 0.76486 0.663
H 3.71531 -0.64684 1.90207 0.551
N -0.41480 -1.23218 0.77526 -0.096
C 3.80738 -0.52640 -0.26998 0.493
H -4.24668 -1.62949 -1.85829 0.304
H 0.10054 3.29295 0.32912 0.406
C -2.76539 1.51015 0.12833 -0.587
C -0.55996 2.43974 0.32278 -0.794
H 5.82135 1.83296 -0.90926 0.474
```

The calculation puts the strongest force on any atom at 0.860 eV Å⁻¹. The calculation puts the LUMO energy at 0.79 eV. The charge is 0. Its HOMO-LUMO gap is 9.02 eV. Its SMILES is CCOc1ccccc1NC(=O)NCc1ccco1. Its energy above the lowest of the compared OMol25 structures with the same formula, charge and spin is 101.7 kJ/mol. The value obtained for the HOMO energy is -8.23 eV.

***

Entry 2:
Entry from the Open Molecules 2025 dataset: one molecule with the formula C14H16N2O3S (wB97M-V/def2-TZVPD).

```
36
Properties=species:S:1:pos:R:3:mulliken_charge:R:1
H -1.27703 2.42937 0.64399 0.250
C -2.98508 -0.99857 -0.35976 0.446
C 3.55741 0.75414 -0.05903 1.059
C 2.48888 -1.48712 0.31649 -0.420
O -3.95810 -1.38524 0.22996 -0.583
H -4.30164 2.48481 1.27304 0.417
H 1.09995 2.28260 -0.75510 0.299
O 3.47668 1.91658 -0.39016 -0.607
C -2.81601 0.96333 0.95897 0.511
C 1.02474 1.50188 -1.50937 -1.368
H -3.01620 -2.39430 -2.00013 0.509
H 1.79426 1.70903 -2.25087 0.424
H 0.04193 1.52181 -1.97185 0.303
C -3.95844 1.84367 0.46643 -1.397
C -2.29793 -1.77478 -1.46773 -0.454
C 1.41704 -2.35837 0.17905 -0.004
C -1.62430 1.77710 1.44056 -1.313
H 4.67800 -0.09635 1.56250 0.396
H 5.18206 -0.65788 -0.03920 0.414
C 1.24319 0.16907 -0.88916 0.121
H -0.80955 1.11798 1.72974 0.298
H -3.62202 2.46266 -0.36217 0.300
C 4.83554 0.20283 0.52813 -1.541
C 0.27985 -1.88604 -0.50946 0.557
H -1.73660 -1.11432 -2.12470 0.263
C 2.42737 -0.19475 -0.20817 0.548
O -2.34236 0.13480 -0.11898 -0.212
H -4.78863 1.22534 0.13379 0.374
S -1.10895 -2.92742 -0.70480 -0.169
H -1.91170 2.38029 2.29658 0.471
H -3.18158 0.30070 1.75427 0.334
C 1.46887 -3.66107 0.71704 -0.407
H 5.59379 0.98140 0.50067 0.355
H 3.36107 -1.83337 0.84901 0.520
N 0.23223 -0.67486 -1.02333 -0.184
N 1.53327 -4.71492 1.16372 -0.511
```

The calculation puts the strongest force on any atom at 1.000 eV Å⁻¹. The calculation puts the LUMO energy at -0.38 eV. The charge is 0. Its HOMO-LUMO gap is 8.66 eV. Its SMILES is CC(=O)c1cc(C#N)c(SCC(=O)OC(C)C)nc1C. Its energy above the lowest of the compared OMol25 structures with the same formula, charge and spin is 142.8 kJ/mol. The value obtained for the HOMO energy is -9.04 eV.

***

Entry 3:
Entry from the Open Molecules 2025 dataset: a 2-piece molecular cluster, C14H16O overall (wB97M-V/def2-TZVPD).

```
31
Properties=species:S:1:pos:R:3:mulliken_charge:R:1
C 1.00851 -1.30531 -2.84054 -1.334
C 0.71585 -0.38686 2.92436 0.930
H 2.69449 0.42240 3.04963 0.353
C -1.13804 -2.17834 1.92896 -0.596
C 1.70674 0.59391 3.50288 -1.382
C -1.21978 2.30279 -2.19771 0.922
H -0.56527 -0.20020 4.64234 0.397
H 1.86404 -1.24763 -3.50938 0.415
H 0.09742 -2.26657 0.16055 0.403
C -1.14625 -0.05951 -2.22837 -0.091
H -2.73423 1.18376 -1.29312 0.416
H 0.42705 3.29839 -3.10035 0.246
C -1.82849 1.09883 -1.87139 -0.681
O -1.86647 3.41420 -1.75377 -0.523
H 1.56969 1.66209 3.34720 0.288
C 0.72014 1.16048 -3.12448 -0.668
C 0.03342 2.31320 -2.85926 -0.594
H 1.64931 1.01242 -3.65488 0.330
H 1.87563 -0.88640 1.17811 0.274
H 0.49607 -2.22832 -3.13187 0.353
H -1.33800 4.19369 -1.87481 0.281
C -1.31972 -1.57403 3.16374 -0.449
C 0.11082 -0.09369 -2.76952 0.451
C -0.40466 -0.66545 3.68018 -0.537
H -2.32748 -1.69986 3.55068 0.306
H -1.83578 -2.90563 1.55353 0.398
C 0.93529 -0.99144 1.70238 -0.414
H 1.41232 -1.40598 -1.83558 0.153
H -1.57812 -1.04792 -2.06049 0.325
C 0.01343 -1.90902 1.17367 -0.323
H 1.97209 0.39603 4.54730 0.351
```

The calculation puts the strongest force on any atom at 2.745 eV Å⁻¹. The calculation puts the LUMO energy at 0.81 eV. The charge is 0. Its HOMO-LUMO gap is 9.05 eV. Its SMILES is Cc1ccc(O)cc1.Cc1ccccc1. Its energy above the lowest of the compared OMol25 structures with the same formula, charge and spin is 83.7 kJ/mol. The value obtained for the HOMO energy is -8.23 eV.